P.
ORCA calculation (ωB97M-V/def2-TZVPD) on an isolated ion of composition C2H4N3OS and charge +1.

Atoms and positions in Å:
C 2.03300 -0.49683 -0.05275
C -0.54817 -0.09888 -0.06564
N 0.32499 2.10898 0.13344
N 0.73644 -0.73747 0.05411
N -1.67307 -0.83889 -0.14164
O -0.68236 1.23370 -0.00765
S 3.53280 -0.27875 -0.31987
H 0.76372 -1.72738 0.39977
H -0.02897 3.02891 0.33856
H -1.89799 -1.68623 -0.65008
H -2.56038 -0.50715 0.31174

For the orbital gap, the calculation gives 0.214 Ha. As for the total charge: +1. For the LUMO energy, the calculation gives -0.217 Eh.

=====

Q.
ORCA calculation (ωB97M-V/def2-TZVPD) on an isolated ion of composition C2H4N3OS and charge +1.

Atoms and positions in Å:
C 1.13205 0.15789 -1.43611
C 0.88713 -0.34641 -0.13805
N 0.89994 -0.98598 0.86232
S -0.07394 -1.18231 2.12232
N -1.34182 -0.03572 1.50974
N -1.14992 0.37556 0.37617
O -1.76523 1.26183 -0.15896
H 1.84401 -0.36915 -2.00075
H 1.69080 1.13818 -1.46453
H 0.06001 0.22162 -1.70678
H -2.18304 -0.23550 2.03462

As for the SMILES: CC#[N+]SNN=O. For the orbital gap, the calculation gives 0.352 Ha. As for the total charge: +1. For the LUMO energy, the calculation gives -0.182 Eh.

=====

Which of them is least stable? Easy: P.

=====

P.
ORCA calculation (ωB97M-V/def2-TZVPD) on a 2-piece molecular cluster, C2H6NOS overall.

Atoms and positions in Å:
C -0.28749 -0.10919 0.91023
C 0.61397 -0.43362 -0.21499
N 0.15596 0.28791 -1.45814
O -1.49954 -0.52422 3.11034
S -0.66971 -1.17583 2.12003
H -0.65561 1.74649 1.49072
H 0.62647 -1.51680 -0.30582
H 1.61430 0.03781 -0.20986
H 0.61252 -0.00582 -2.37957
H 0.32615 1.26586 -1.31565
H -0.83701 0.42739 -1.74730

For the orbital gap (spin up / spin down), the calculation gives 0.311 / 0.311 Ha. As for the total charge: +1. For the LUMO energy (spin up / spin down), the calculation gives -0.200 / -0.200 Eh.

=====

Q.
ORCA calculation (ωB97M-V/def2-TZVPD) on a 2-piece molecular cluster, C2H6NOS overall.

Atoms and positions in Å:
C -0.84378 -0.53924 -0.09195
C 1.45082 0.09753 -0.08025
N 0.08712 0.16532 0.36864
O -0.38248 1.29612 1.14476
S -2.51123 -0.36802 0.04003
H -0.31165 -1.51094 -1.18525
H 1.64796 1.08962 -0.55357
H 1.38122 -0.64587 -0.83000
H 2.03089 -0.15869 0.79681
H 0.41118 1.82474 1.37179
H -2.96006 -1.25056 -0.98100

For the orbital gap, the calculation gives 0.365 Ha. As for the total charge: +1. For the LUMO energy, the calculation gives -0.184 Eh.

=====

Which of them is least stable? Easy: P.

=====

P.
ORCA calculation (ωB97M-V/def2-TZVPD) on a 10-piece molecular cluster, H18NO12 overall.

Atoms and positions in Å:
N 1.27420 -5.60975 54.02698
O 1.25235 -4.94696 52.90810
O 1.94722 -6.68864 54.15964
O 0.61243 -5.21024 54.94997
O 0.12161 -7.11011 56.72164
H 0.54076 -6.39046 56.46214
H -0.60805 -6.52917 57.22740
O 3.30247 -8.45455 56.36152
H 2.79381 -7.97448 55.74464
H 2.97656 -8.27056 57.22944
O 2.15225 -8.63774 51.89384
H 2.85862 -8.11728 51.57232
H 1.77893 -8.15674 52.63887
O 2.35948 -2.13525 54.40437
H 2.81127 -2.61692 55.06409
H 1.88145 -2.67622 53.89394
O -0.81518 -3.12635 52.65105
H -0.19130 -3.80279 52.92312
H -1.50690 -2.76874 53.21914
O -2.27288 -6.63352 53.99109
H -1.75139 -7.44300 53.77063
H -1.68216 -6.02809 53.63982
O 3.88054 -4.52308 51.94786
H 4.38359 -4.68121 52.64308
H 3.01655 -4.80233 52.11487
O -0.05596 -3.06089 55.99617
H -0.93083 -3.12576 55.70455
H 0.34963 -3.84260 55.67656
O 1.49399 -5.88409 50.09883
H 1.27476 -5.42144 50.94887
H 2.41273 -5.91947 49.75677

For the orbital gap, the calculation gives 0.393 Ha. As for the total charge: -1. For the LUMO energy, the calculation gives 0.107 Eh.

=====

Q.
ORCA calculation (ωB97M-V/def2-TZVPD) on a 10-piece molecular cluster, H18NO12 overall.

Atoms and positions in Å:
N 0.29686 -0.08302 -0.43177
O -0.95750 -0.05250 -0.49630
O 0.96704 0.84158 -0.90963
O 0.86447 -1.09886 0.04524
O 1.58222 2.83809 1.28692
H 1.44723 2.07447 0.70695
H 0.70378 3.05058 1.61097
O 3.21724 2.00084 -2.32599
H 3.85516 2.31766 -1.68076
H 2.54888 1.54667 -1.79148
O -0.68661 0.10039 2.88180
H -0.99336 -0.54084 2.22961
H -0.80465 -0.34846 3.72271
O -3.32903 -0.12257 1.34767
H -3.95295 -0.82514 1.14576
H -2.67968 -0.15035 0.63192
O 0.39572 -3.28654 -1.88250
H -0.50540 -3.16032 -2.19202
H 0.60180 -2.47762 -1.38788
O -1.06516 0.09298 -3.59807
H -0.95198 -0.13710 -2.66709
H -0.91652 1.04303 -3.62186
O -1.45743 3.02828 -0.57414
H -1.47741 2.76172 0.34961
H -1.36274 2.19424 -1.04954
O 3.10627 -0.84558 1.93310
H 2.92618 -1.45759 2.65119
H 2.35780 -0.95941 1.32644
O -1.18574 -2.94886 1.26586
H -0.60986 -2.32705 0.79693
H -1.93462 -3.06871 0.67635

For the orbital gap, the calculation gives 0.379 Ha. As for the total charge: -1. For the LUMO energy, the calculation gives 0.100 Eh.

=====

Which of them is least stable? Easy: P.

=====

P.
ORCA calculation (ωB97M-V/def2-TZVPD) on one molecule with the formula CH4N6O.

Atoms and positions in Å:
N -2.01872 -0.40823 -0.39120
N -1.08355 -1.33665 -0.02901
C 0.13600 -0.88803 -0.07946
N 1.27664 -1.69323 0.21348
N 2.29284 -1.06471 -0.03910
O 2.00183 0.21938 -0.55833
N 0.60613 0.38049 -0.54279
N 0.21429 1.33857 0.39675
H -1.66758 0.53778 -0.19963
H -2.89612 -0.59195 0.04667
H 0.32052 2.23024 -0.06809
H 0.81772 1.27633 1.25071

As for the SMILES: N/N=c1/nnon1N. For the orbital gap, the calculation gives 0.328 Ha. As for the total charge: 0. For the LUMO energy, the calculation gives 0.000 Eh.

=====

Q.
ORCA calculation (ωB97M-V/def2-TZVPD) on a 2-piece molecular cluster, CH4N6O overall.

Atoms and positions in Å:
C 0.24094 -0.62948 0.16617
H 3.22796 -0.26376 0.39243
H 1.93764 0.50497 1.04013
H -1.93557 1.39202 0.42402
H 1.13569 2.12872 -0.59743
N 2.36155 0.06183 -0.05936
N 1.38456 -1.02875 -0.06966
N -0.87775 -1.40768 -0.32322
N -1.98046 -0.55465 -0.29665
N -1.49887 0.43861 0.62225
N -0.11114 0.67382 0.56906
O -0.09457 1.59158 -0.66914

For the orbital gap, the calculation gives 0.317 Ha. As for the total charge: 0. For the LUMO energy, the calculation gives -0.036 Eh.

=====

Which of them is least stable? Easy: Q.